(1)
C50H36F4KN11SSi2 as an isolated structure in a non-equilibrium geometry, computed with ωB97M-V with the def2-TZVPD basis set.

```
105
Properties=species:S:1:pos:R:3:lowdin_charge:R:1
K 0.42 -0.80 0.85 0.5721
C 3.50 -1.82 -2.12 -0.1192
C 2.68 -2.23 -1.06 -0.1495
N 1.37 -2.14 -1.13 0.0524
C 0.86 -1.58 -2.23 -0.2206
C 1.67 -1.17 -3.27 -0.0875
N 3.00 -1.30 -3.23 0.0978
C -0.62 -1.36 -2.28 -0.2031
C -1.33 -1.52 -3.45 0.0481
C -2.70 -1.27 -3.45 -0.1405
C -3.28 -0.82 -2.27 0.0280
C -2.50 -0.71 -1.13 -0.2209
N -1.20 -0.98 -1.14 0.1046
C -3.10 -0.27 0.15 -0.1962
C -4.47 -0.43 0.39 -0.0869
N -5.05 0.03 1.48 0.0915
C -4.26 0.63 2.37 -0.1175
C -2.90 0.74 2.17 -0.1144
N -2.31 0.29 1.07 0.1199
C -3.53 -1.50 -4.65 -0.1605
C -4.82 -2.01 -4.54 -0.0007
C -5.56 -2.21 -5.69 -0.1430
N -5.12 -1.94 -6.92 0.0455
C -3.89 -1.45 -7.02 -0.1573
C -3.06 -1.22 -5.93 -0.0172
H 4.57 -1.89 -2.04 0.1109
H 3.11 -2.67 -0.17 0.1135
H 1.25 -0.70 -4.16 0.1111
H -0.84 -1.91 -4.33 0.1233
H -4.33 -0.59 -2.23 0.1139
H -5.09 -0.99 -0.31 0.0824
H -4.72 1.01 3.27 0.1008
H -2.26 1.19 2.92 0.0997
H -5.21 -2.31 -3.58 0.1114
H -6.56 -2.63 -5.62 0.1030
H -3.54 -1.23 -8.02 0.0983
H -2.07 -0.81 -6.09 0.1086
C -0.64 2.06 -2.57 -0.0348
C 0.83 2.33 -2.60 -0.3388
C 1.35 3.13 -3.66 -0.0358
C 2.69 3.38 -3.68 -0.0272
C 3.52 2.86 -2.67 -0.1745
C 4.91 3.13 -2.64 -0.0772
C 5.66 2.61 -1.63 -0.1067
C 5.08 1.81 -0.64 -0.1406
C 3.73 1.50 -0.62 -0.6759
S 3.09 0.46 0.60 0.5402
C 2.92 2.06 -1.67 -0.2469
N 1.58 1.82 -1.67 0.1550
H -1.21 2.99 -2.56 0.0837
H -0.90 1.49 -1.68 0.0508
H -0.96 1.49 -3.44 0.0753
H 0.69 3.51 -4.42 0.1036
H 3.13 3.99 -4.47 0.1071
H 5.34 3.75 -3.42 0.0934
H 6.72 2.81 -1.58 0.0927
H 5.69 1.40 0.15 0.0879
C 2.52 4.11 1.49 -0.1850
Si 0.98 3.30 2.18 0.5597
C -0.30 3.20 0.81 -0.1925
C 0.33 4.20 3.73 -0.2933
C -0.21 5.45 4.02 -0.1017
C -0.60 5.75 5.32 -0.1153
C -0.46 4.80 6.33 -0.1139
C 0.07 3.56 6.06 -0.0993
C 0.48 3.24 4.76 -0.2969
Si 1.23 1.72 3.90 0.5571
C 3.00 1.40 4.40 -0.2109
C 0.24 0.14 4.18 -0.1943
H 2.27 5.11 1.12 0.0257
H 2.91 3.53 0.65 -0.0008
H 3.31 4.20 2.23 0.0276
H -0.27 4.13 0.24 0.0312
H -1.30 3.05 1.18 0.0120
H -0.06 2.39 0.12 -0.0133
H -0.32 6.20 3.25 0.0943
H -1.03 6.72 5.55 0.0888
H -0.78 5.05 7.34 0.0897
H 0.18 2.84 6.86 0.0964
H 3.03 0.87 5.36 0.0257
H 3.57 2.32 4.48 0.0203
H 3.47 0.76 3.66 -0.0030
H -0.29 0.23 5.13 0.0355
H 0.92 -0.70 4.26 -0.0065
H -0.51 -0.09 3.43 -0.0229
F 1.85 -6.55 0.87 0.0719
C 0.86 -5.65 1.13 -0.1476
C -0.30 -5.78 0.39 -0.1488
F -0.34 -6.79 -0.51 0.0737
C -1.40 -4.91 0.51 -0.0786
C -1.18 -3.89 1.43 -0.1657
C -0.03 -3.78 2.18 -0.1843
F 0.02 -2.75 3.08 0.0336
C 1.07 -4.64 2.08 -0.0806
C 2.28 -4.45 2.84 -0.2249
C 2.55 -3.25 3.52 -0.2579
N 2.78 -2.27 4.08 0.1303
C 3.28 -5.43 2.95 -0.2859
N 4.12 -6.22 3.09 0.0857
F -2.15 -2.95 1.64 0.0636
C -2.65 -5.10 -0.23 -0.2244
C -3.56 -4.07 -0.47 -0.2381
N -4.34 -3.25 -0.72 0.1336
C -3.08 -6.36 -0.66 -0.2885
N -3.47 -7.39 -1.00 0.0857
```

## Properties
Multiplicity: 1
Total charge: -2
Relative energy (zero: lowest compared OMol25 entry of this formula, charge and spin) in eV: 0.669

***

(2)
C35H50BaCl5Ge3 as an isolated structure, computed with ωB97M-V with the def2-TZVPD basis set.

```
94
Properties=species:S:1:pos:R:3:lowdin_charge:R:1
Ba 1.51 -0.95 -0.61 1.5929
C 0.54 -1.45 -3.31 -0.2677
C 0.18 -2.65 -2.63 -0.2624
C 1.37 -3.34 -2.32 -0.2760
C 2.46 -2.58 -2.79 -0.2490
C 1.95 -1.41 -3.40 -0.2769
H -0.14 -0.73 -3.74 0.0743
H -0.83 -3.00 -2.50 0.0944
H 1.45 -4.32 -1.86 0.0793
H 3.50 -2.87 -2.72 0.1026
H 2.55 -0.66 -3.90 0.0963
C -2.62 0.05 -1.31 -0.1637
C -2.05 0.38 0.07 -0.3788
Ge -0.65 1.78 0.07 0.7825
C 0.30 1.51 1.79 -0.3948
C -0.66 1.89 2.92 -0.1683
C -1.24 3.62 -0.12 -0.2222
C -0.62 4.13 -1.21 -0.3392
Ge 0.42 2.62 -1.99 0.8896
C 2.39 2.62 -1.94 -0.3844
C 3.10 3.51 -2.97 -0.1551
C -0.21 2.11 -3.78 -0.3533
C -0.48 3.31 -4.69 -0.1567
C -0.76 5.50 -1.72 -0.2470
C 0.20 6.03 -2.59 -0.0533
C 0.09 7.33 -3.07 -0.0664
C -0.99 8.12 -2.70 -0.0756
C -1.96 7.60 -1.85 -0.0711
C -1.85 6.31 -1.37 -0.0349
H -3.39 -0.72 -1.25 0.0729
H -1.85 -0.30 -2.00 0.0394
H -3.08 0.93 -1.75 0.0770
H -1.62 -0.52 0.55 0.0245
H -2.84 0.71 0.75 0.0664
H 1.21 2.13 1.83 0.0539
H 0.63 0.47 1.93 0.0002
H -0.98 2.93 2.83 0.0717
H -0.19 1.78 3.91 0.0798
H -1.56 1.27 2.91 0.0361
H -1.89 4.21 0.51 0.0604
H 2.67 1.57 -2.13 0.0216
H 2.72 2.85 -0.93 0.0466
H 2.73 3.33 -3.98 0.0665
H 4.17 3.31 -2.97 0.0756
H 2.97 4.56 -2.74 0.0592
H -1.13 1.52 -3.66 0.0471
H 0.54 1.45 -4.22 0.0549
H -1.23 3.98 -4.26 0.0675
H -0.84 2.98 -5.66 0.0755
H 0.42 3.90 -4.86 0.0597
H 1.03 5.42 -2.89 0.0777
H 0.85 7.72 -3.74 0.1083
H -1.08 9.13 -3.08 0.1068
H -2.81 8.20 -1.57 0.1071
H -2.62 5.91 -0.73 0.1065
Cl 3.89 0.65 0.91 0.5864
C 4.30 -1.01 1.42 -0.7087
C 3.53 -2.04 0.92 -0.3651
C 3.91 -3.30 1.36 -0.7260
Cl 3.01 -4.68 0.75 0.6624
C 4.99 -3.54 2.21 -0.7114
Cl 5.41 -5.13 2.70 0.6926
C 5.74 -2.45 2.66 -0.7015
Cl 7.07 -2.70 3.71 0.7079
C 5.40 -1.16 2.26 -0.7148
Cl 6.31 0.18 2.81 0.7022
C -2.64 -5.98 1.98 -0.0844
C -1.12 -5.96 2.08 -0.2660
C -0.41 -5.47 0.81 -0.2842
C -0.55 -3.95 0.67 -0.3037
Ge 0.15 -3.32 2.35 1.1992
C -0.83 -2.07 3.45 -0.3024
C -2.35 -2.14 3.23 -0.2910
C -3.10 -1.16 4.12 -0.2609
C -4.61 -1.22 3.89 -0.0951
H -3.09 -6.33 2.91 0.0849
H -2.95 -6.66 1.19 0.0899
H -3.06 -5.00 1.76 0.0634
H -0.76 -6.96 2.35 0.1249
H -0.81 -5.33 2.94 0.0788
H -0.82 -5.97 -0.07 0.1308
H 0.65 -5.73 0.86 0.0533
H -1.59 -3.62 0.61 0.0760
H -0.01 -3.56 -0.20 0.0108
H 1.44 -3.93 2.89 -0.0058
H -0.45 -1.06 3.27 0.0578
H -0.56 -2.31 4.48 0.0850
H -2.71 -3.15 3.43 0.1041
H -2.58 -1.93 2.18 0.0934
H -2.74 -0.15 3.92 0.0894
H -2.88 -1.37 5.16 0.1191
H -4.86 -0.97 2.85 0.0746
H -5.13 -0.52 4.53 0.0785
H -5.00 -2.22 4.09 0.0782
```

## Properties
Multiplicity: 1
Total charge: +1
Relative energy (zero: lowest compared OMol25 entry of this formula, charge and spin) in eV: 1.894

***

(3)
An isolated ion of composition C6H12ClN2 and charge +1 in a non-equilibrium geometry, computed with ωB97M-V with the def2-TZVPD basis set.

```
21
Properties=species:S:1:pos:R:3:lowdin_charge:R:1
C -0.21 -1.04 -0.38 -0.3754
C 1.05 1.50 -0.61 -0.2016
C 0.22 1.32 0.63 -0.1966
C 1.83 0.24 -0.90 -0.1380
C -0.76 0.16 0.35 -0.6467
C -1.50 -0.17 1.69 -0.0440
N 0.95 -0.92 -1.00 0.1018
N -0.84 -2.22 -0.47 0.1751
Cl -1.92 0.59 -1.08 0.7059
H 0.40 1.80 -1.35 0.0585
H 1.85 2.34 -0.38 0.1730
H 0.80 1.11 1.51 0.1145
H -0.35 2.27 1.04 0.1778
H 2.43 0.35 -1.86 0.1569
H 2.50 0.02 -0.01 0.1514
H -2.29 -0.88 1.48 0.0691
H -2.19 0.75 1.78 0.1175
H -0.77 -0.20 2.52 0.1098
H 1.28 -1.69 -1.55 0.1670
H -1.84 -2.47 -0.15 0.1796
H -0.63 -2.87 -1.25 0.1443
```

## Properties
Multiplicity: 1
Structure (SMILES): C[C@@]1(Cl)CCCNC1=[NH2+]
Total charge: +1
Relative energy (zero: lowest compared OMol25 entry of this formula, charge and spin) in eV: 0.000

***

(4)
Ca2H16N2O14 as an isolated structure in a non-equilibrium geometry, computed with ωB97M-V with the def2-TZVPD basis set.

```
34
Properties=species:S:1:pos:R:3:lowdin_charge:R:1
Ca -2.45 1.41 -1.60 1.6779
Ca 2.35 1.55 1.80 1.7685
N 0.12 -0.49 0.19 -0.5822
O -0.85 -0.10 -0.40 -0.0524
O 1.16 0.13 0.11 -0.1443
O 0.19 -1.57 0.73 0.0496
N -3.19 2.38 1.76 -0.6541
O -2.65 2.66 2.79 0.0323
O -4.38 2.71 1.61 0.0069
O -2.50 1.96 0.83 -0.2185
O -1.30 -0.81 3.33 -0.0461
H -2.23 -1.06 3.38 0.0510
H -0.96 -1.33 2.60 -0.0153
O 3.35 -0.51 -1.67 -0.0263
H 2.85 -0.05 -2.34 0.0339
H 2.81 -0.47 -0.88 -0.0299
O -2.44 -3.00 0.50 -0.0309
H -1.81 -2.30 0.42 -0.0287
H -2.90 -3.02 -0.34 0.0278
O -0.21 2.39 -1.60 -0.1143
H 0.66 2.28 -1.22 0.0011
H -0.07 2.95 -2.36 0.0766
O 3.22 -0.66 2.11 -0.1071
H 3.01 -1.20 2.88 0.0927
H 3.81 -1.21 1.59 0.0933
O 1.56 -3.42 -0.81 -0.0294
H 1.19 -3.04 -1.61 0.0286
H 1.33 -2.80 -0.12 -0.0221
O -2.26 -0.60 -2.99 -0.0983
H -1.70 -0.73 -3.76 0.0851
H -3.12 -0.93 -3.26 0.0815
O 2.32 2.65 -0.38 -0.1075
H 2.87 2.66 -1.16 0.1064
H 2.21 3.57 -0.15 0.0944
```

## Properties
Multiplicity: 1
Total charge: +2
Relative energy (zero: lowest compared OMol25 entry of this formula, charge and spin) in eV: 0.004

***

Number 1: HOMO -0.061 Ha. Number 2: HOMO -0.385 Ha. Number 3: HOMO -0.536 Ha. Number 4: HOMO -0.496 Ha.